1.
The following is a DFT calculation (the ωB97M-V functional and the def2-TZVPD basis) of a 2-piece molecular cluster, C5H10O2 overall.

Summary:
HOMO level = -8.49 eV
E_LUMO = 0.00354 Eh
SMILES = C=C(O)/C=C/C.O

XYZ file:
```
17
Properties=species:S:1:pos:R:3:forces:R:3
C -2.227639 1.904827 -0.515487 3.551 0.882 -0.541
C -0.979031 1.341987 -0.264085 -0.973 0.600 -0.984
O 0.326274 1.954418 -0.096161 -2.291 -0.409 1.907
C -0.878322 -0.088006 0.011422 -0.673 -1.802 2.731
C 0.352763 -0.615488 0.427884 -3.131 -0.292 -0.909
C 0.450906 -1.544651 1.606526 -1.244 -1.723 1.906
H -2.447959 2.921380 -0.858315 0.759 -0.021 0.713
H -3.078272 1.317860 -0.688679 -0.707 -1.411 0.105
H 0.526451 1.661028 0.874798 -0.169 0.828 -2.589
H -1.953229 -0.601364 0.298071 3.008 1.191 -0.465
H 1.181678 -0.278270 -0.172656 0.619 0.307 0.759
H -0.589822 -1.663353 2.107694 1.411 0.315 -1.112
H 0.989056 -0.984988 2.431746 -0.078 -0.796 -0.992
H 0.805070 -2.663847 1.581226 -0.054 2.319 -0.505
O 2.714252 -1.143875 -2.432460 -0.303 -0.893 -0.297
H 3.030040 -0.314736 -2.102726 0.109 0.748 0.292
H 1.777784 -1.202922 -2.208800 0.165 0.155 -0.018
```
Forces are in eV/Å.

***

2.
The following is a DFT calculation (the ωB97M-V functional and the def2-TZVPD basis) of C5H10O2 as an isolated structure.

Summary:
HOMO level = -9.12 eV
E_LUMO = 0.03570 Eh

XYZ file:
```
17
Properties=species:S:1:pos:R:3:forces:R:3
C 2.375475 -1.301684 -0.473461 -0.249 0.301 -0.021
C 1.231134 -0.841109 0.459466 -0.141 0.071 0.322
O 0.550044 0.393195 0.065579 -0.462 0.771 1.114
C -1.095269 0.490325 0.467746 1.013 -0.231 -0.126
C -1.990582 1.740385 0.617774 0.648 -0.053 -0.042
C -1.013695 -0.130729 -0.852116 -1.320 -0.645 -0.525
O -1.185737 -1.326025 -0.998680 0.028 -0.110 -0.688
H 3.131859 -0.529887 -0.642558 -0.198 0.036 0.057
H 2.896428 -2.154364 -0.000820 -0.361 0.365 -0.004
H 2.017067 -1.658946 -1.444207 -0.111 0.198 0.169
H 0.512554 -1.668223 0.511608 -0.028 0.259 0.069
H 1.645410 -0.644504 1.448905 -0.070 -0.123 0.098
H -1.246788 -0.213148 1.286320 0.225 -0.038 -0.237
H -3.026723 1.423710 0.364744 0.690 -0.243 0.029
H -2.064906 2.144676 1.632692 0.394 -0.104 -0.185
H -1.759950 2.544245 -0.083806 0.201 -0.084 0.092
H -0.803478 0.600426 -1.657577 -0.258 -0.369 -0.123
```
Forces are in eV/Å.

***

ΔE to the lowest compared entry with this formula, charge and spin for the records above, in order: 416.7 341.8 kJ/mol